A single C22H27N3O5 molecule, computed with ωB97M-V/def2-TZVPD.

Last column: Mulliken charge in e.
CARTESIAN COORDINATES (ANGSTROEM)
C (-1.84869, -1.30478, -3.83563)  -0.94
C (-0.43770, -1.86915, -3.88215)  -0.42
O (0.27536, -1.61956, -2.66930)  -0.29
C (0.81271, -0.40826, -2.51181)  -0.22
O (0.71356, 0.48309, -3.31519)  -0.65
C (1.59223, -0.32909, -1.21625)  2.05
C (2.67502, -1.41452, -1.17934)  -1.33
C (3.46416, -1.27804, 0.11712)  -0.31
C (4.06223, 0.12770, 0.21358)  -0.93
N (3.00873, 1.11554, 0.16611)  0.26
C (2.57444, 1.89085, 1.17498)  1.03
O (1.56870, 2.58078, 1.08027)  -0.66
C (3.36559, 1.90991, 2.47797)  -1.15
C (2.82044, 0.82179, 3.41941)  -0.42
N (1.40027, 0.99221, 3.62137)  -0.09
C (0.50944, 0.48260, 2.73618)  0.36
O (0.79048, -0.37660, 1.92943)  -0.62
C (-0.89346, 1.05799, 2.89961)  -1.23
N (-1.73374, 0.73782, 1.77179)  0.17
C (-1.39960, 1.23531, 0.54717)  -0.29
C (-2.14604, 1.00066, -0.55092)  -1.03
C (-3.32897, 0.20939, -0.44000)  1.10
C (-4.18615, -0.03348, -1.52257)  -0.74
C (-5.31042, -0.80887, -1.36625)  -0.49
C (-5.61931, -1.36576, -0.12529)  -0.65
C (-4.80176, -1.12728, 0.95436)  -0.37
C (-3.65628, -0.33841, 0.81441)  0.05
C (-2.83301, -0.07784, 1.99027)  0.58
O (-3.07563, -0.49997, 3.11118)  -0.76
C (2.23946, 1.04946, -1.06105)  -1.66
H (-2.38717, -1.59426, -4.73363)  0.47
H (-1.80625, -0.22024, -3.78319)  0.20
H (-2.37646, -1.68276, -2.96332)  0.27
H (0.11859, -1.42667, -4.71559)  0.34
H (-0.45095, -2.95672, -3.97870)  0.36
H (0.90303, -0.50115, -0.38291)  -0.15
H (2.21066, -2.39839, -1.23982)  0.39
H (3.34270, -1.29486, -2.03750)  0.41
H (4.26364, -2.01897, 0.16030)  0.47
H (2.78539, -1.43774, 0.95571)  0.09
H (4.64862, 0.22211, 1.12492)  0.42
H (4.72693, 0.30070, -0.64250)  0.41
H (4.43613, 1.78972, 2.32798)  0.34
H (3.18923, 2.88779, 2.93219)  0.42
H (3.32510, 0.86910, 4.38742)  0.35
H (2.96654, -0.16881, 2.98444)  0.21
H (1.12274, 1.80300, 4.15287)  0.32
H (-0.83254, 2.14392, 3.02068)  0.45
H (-1.36853, 0.60995, 3.78130)  0.42
H (-0.50421, 1.83950, 0.52469)  0.44
H (-1.85979, 1.41223, -1.50463)  0.42
H (-3.95440, 0.40574, -2.48166)  0.47
H (-5.96232, -0.98776, -2.20931)  0.42
H (-6.50346, -1.97561, -0.01507)  0.39
H (-5.02108, -1.53341, 1.93028)  0.47
H (1.47957, 1.83060, -1.03531)  0.53
H (2.90622, 1.23947, -1.90909)  0.28

Forces on the atoms, in the same order (eV/Å):
C 0.4 -0.1 0.2
C -0.2 0.1 -0.5
O 0.0 -0.2 0.2
C 0.2 0.1 0.4
O -0.1 0.1 -0.2
C 0.1 0.0 -0.2
C -0.2 -0.1 0.3
C 0.1 0.1 -0.2
C 0.2 -0.4 0.3
N 0.0 0.0 -0.3
C 0.5 0.2 0.3
O -0.4 0.3 0.1
C -0.2 -0.1 0.0
C 0.2 0.0 -0.1
N 0.1 0.1 0.3
C -0.4 0.2 0.4
O 0.0 -0.2 -0.2
C 0.0 -0.1 0.1
N -0.1 -0.1 0.4
C -0.1 0.2 -0.9
C 0.4 0.2 0.2
C -0.2 -0.2 0.3
C 0.0 0.0 0.0
C 0.1 0.1 -0.1
C 0.0 -0.1 0.1
C 0.0 0.0 0.1
C -0.2 0.0 -0.5
C 0.1 0.1 0.3
O -0.1 -0.1 0.0
C -0.5 0.1 -0.2
H -0.1 0.0 -0.1
H -0.1 0.1 0.0
H -0.1 0.0 0.0
H 0.0 -0.1 0.1
H 0.0 0.1 0.0
H 0.0 0.0 -0.1
H 0.0 0.0 -0.1
H 0.0 0.0 -0.1
H 0.0 0.0 0.0
H 0.1 0.0 0.1
H 0.0 0.1 -0.1
H 0.0 0.0 0.1
H 0.0 0.0 0.0
H 0.0 -0.1 -0.1
H 0.0 -0.1 -0.1
H 0.1 0.1 0.1
H -0.1 0.0 -0.1
H 0.0 -0.1 0.0
H 0.2 0.2 -0.1
H 0.1 0.0 0.0
H 0.1 0.1 -0.1
H 0.0 0.0 -0.1
H 0.0 0.0 -0.1
H -0.1 0.0 0.0
H 0.0 0.0 0.1
H 0.2 -0.1 -0.1
H 0.0 0.0 0.0

Values from the calculation:
**SMILES**: CCOC(=O)[C@H]1CCCN(C(=O)CCNC(=O)Cn2ccc3ccccc3c2=O)C1
**Max |F|**: 0.9 eV/A
**HOMO**: -7.895 eV
**LUMO energy**: 0.6343 eV
**Multiplicity**: 1
**Kohn-Sham gap**: 0.31346 Eh
**Total charge**: 0
**Energy above the lowest of the compared OMol25 structures with the same formula, charge and spin**: 0.755 eV